[1]
51
Properties=species:S:1:pos:R:3:mulliken_charge:R:1 method="wB97M-V/def2-TZVPD" homo_lumo_gap_ha=0.245 total_charge=+1
C -1.0450 2.2074 -4.0455 -0.069
O -1.7216 1.1102 -3.5708 -0.428
C -0.8646 0.1992 -2.8976 0.880
C -1.5599 -1.1194 -2.6709 -0.591
C -0.6384 -2.3527 -2.7090 -1.127
C -0.1907 -2.7254 -1.2878 -0.561
C 1.1409 -2.0308 -0.9963 -0.642
C 1.3877 -1.5762 0.4414 -0.206
C 0.4899 -2.1146 1.5471 0.003
C 1.1039 -1.7669 2.9015 -1.044
C 0.0595 -1.3485 3.9380 -1.161
C -0.7425 -0.0817 3.5374 -0.905
C 0.0692 1.1405 3.0883 -1.075
C -0.4431 1.8324 1.7734 0.137
C -1.1946 0.9374 0.9217 -0.326
N -1.7854 0.2264 0.2428 -0.408
C 0.7609 2.3993 0.9551 0.074
C 0.4978 2.4332 -0.4664 -0.362
N 0.3213 2.4570 -1.6004 -0.564
P 1.1148 4.1338 1.4847 0.186
S -0.2503 5.4039 1.0018 -0.325
H -1.7233 3.0064 -4.3195 0.344
H -0.2855 2.5712 -3.3520 0.402
H -0.5325 1.9449 -5.0577 0.179
H 0.0975 0.0648 -3.4932 0.208
H -0.5684 0.6669 -1.9579 -0.620
H -2.3734 -1.2135 -3.3869 0.388
H -2.0181 -1.0369 -1.6894 0.464
H -1.1311 -3.1722 -3.2212 0.387
H 0.2668 -2.0880 -3.2610 0.444
H -0.9664 -2.3838 -0.6117 0.374
H -0.0808 -3.8026 -1.2014 0.374
H 1.9511 -2.6611 -1.3557 0.287
H 1.1799 -1.1307 -1.6133 0.220
H 2.4130 -1.8115 0.7291 0.650
H 1.3269 -0.4890 0.4542 -0.634
H -0.4789 -1.6367 1.4758 0.006
H 0.3310 -3.1847 1.4394 0.599
H 1.8324 -0.9758 2.7366 0.461
H 1.6778 -2.6086 3.2823 0.492
H 0.5307 -1.2379 4.9131 0.410
H -0.6859 -2.1362 4.0327 0.372
H -1.4344 -0.3816 2.7608 0.498
H -1.3598 0.1992 4.3867 0.444
H 0.0555 1.8826 3.8817 0.513
H 1.1131 0.8863 2.9568 0.547
H -1.0649 2.6925 2.0224 0.912
H 1.6407 1.7640 1.0685 0.465
H 1.3226 3.9734 2.8587 0.107
H 2.3745 4.3518 0.9279 0.140
Cu 0.3732 0.6797 -5.2564 0.082

***

[2]
54
Properties=species:S:1:pos:R:3:mulliken_charge:R:1 method="wB97M-V/def2-TZVPD" smiles="NCC1=C(COO)C(=O)C(N)=C(F)C1=O.CCOCC.CCOCC" homo_lumo_gap_ha=0.296 total_charge=0
N 3.3052 -2.4053 -0.0335 -0.375
C 2.8371 -2.9444 -1.3208 -1.128
C 1.3952 -2.5609 -1.5218 0.428
C 0.9690 -1.3038 -1.6479 0.743
C 1.8664 -0.0978 -1.7172 -0.805
O 1.3373 0.9774 -0.9537 -0.319
O 2.0210 0.9989 0.3073 -0.275
C -0.4970 -1.0539 -1.8125 0.068
O -0.9061 -0.1099 -2.4437 -0.506
C -1.4422 -2.0550 -1.2118 0.206
N -2.7364 -1.6706 -0.9956 -0.427
C -0.9676 -3.2993 -1.0851 0.390
F -1.7562 -4.3007 -0.6555 -0.332
C 0.3825 -3.6710 -1.5353 0.056
O 0.6621 -4.7920 -1.8899 -0.576
H 4.0803 -2.9502 0.3231 0.253
H 2.5658 -2.4616 0.6578 0.178
H 3.4491 -2.5244 -2.1234 0.332
H 2.9139 -4.0308 -1.3857 0.427
H 1.9784 0.2474 -2.7468 0.318
H 2.8508 -0.3525 -1.3262 0.550
H 1.8338 0.1168 0.6651 0.340
H -2.8732 -0.7682 -0.5668 0.231
H -3.3263 -2.3889 -0.6031 0.244
C -3.0695 2.6828 -3.0716 -1.216
C -3.7623 1.6238 -2.2358 0.436
O -4.6759 2.1363 -1.2757 -0.445
C -5.7554 2.8939 -1.7907 -0.330
C -6.6526 2.1284 -2.7485 -1.018
H -2.5450 3.3936 -2.4316 0.335
H -2.3398 2.2032 -3.7244 0.380
H -3.7688 3.2375 -3.6989 0.356
H -3.0186 1.0841 -1.6551 -0.383
H -4.2535 0.8865 -2.8806 0.267
H -5.3919 3.8121 -2.2662 0.300
H -6.3259 3.1952 -0.9114 0.352
H -6.1257 1.8322 -3.6562 0.260
H -7.4936 2.7566 -3.0454 0.392
H -7.0438 1.2285 -2.2717 0.281
C 5.3075 0.6920 3.8177 -1.273
C 4.0073 0.6851 3.0344 -0.179
O 3.0953 -0.3350 3.4195 -0.415
C 2.6492 -0.2908 4.7646 -0.321
C 1.9167 0.9870 5.1350 -1.073
H 5.8054 -0.2759 3.7450 0.314
H 5.9726 1.4553 3.4121 0.404
H 5.1529 0.9174 4.8737 0.298
H 4.2074 0.4845 1.9817 0.326
H 3.5261 1.6678 3.0801 0.335
H 3.4837 -0.4636 5.4538 0.320
H 1.9766 -1.1440 4.8598 0.326
H 2.5639 1.8627 5.0796 0.268
H 1.5478 0.9141 6.1590 0.407
H 1.0668 1.1495 4.4708 0.275

***

[3]
51
Properties=species:S:1:pos:R:3:mulliken_charge:R:1 method="wB97M-V/def2-TZVPD" homo_lumo_gap_ha=0.057 total_charge=+1
C 1.4446 2.4003 1.7220 -1.328
C -0.1546 2.3861 1.3252 0.347
Ga -0.9961 4.1230 2.1710 0.095
P -3.2255 4.1718 1.3470 0.175
N -4.0884 5.3970 2.0336 -0.681
P 0.1711 5.9543 1.3071 0.128
C -0.0092 7.5281 2.3744 -0.910
C -0.3995 6.2065 -0.4973 -0.876
H 1.8801 3.4648 1.4214 0.425
H 2.0457 1.5087 1.2089 0.345
H 1.6130 2.2993 2.8788 0.273
H -0.3474 2.4782 0.1522 0.238
H -0.6275 1.4064 1.7833 -0.621
H -0.9478 3.9997 3.7851 -0.303
H -3.0917 4.3109 -0.0990 0.038
H -3.9339 2.9246 1.6549 0.012
H -4.8905 4.8987 2.4816 0.188
H -1.0626 8.0601 2.2983 0.285
H 0.2089 7.3800 3.5185 0.268
H 0.7715 8.3290 1.9580 0.286
H 0.5755 6.4878 -1.1254 0.305
H -0.8106 5.1626 -0.9058 0.173
H -1.1918 7.0672 -0.6131 0.291
C 1.4673 -8.0800 -3.6877 -0.884
N 1.2372 -6.8050 -2.9788 0.002
C 0.2281 -5.9997 -3.3806 -0.318
C -0.0418 -4.8070 -2.7045 -0.600
C 0.7258 -4.4336 -1.5970 0.520
C 1.7759 -5.2834 -1.2280 -0.720
C 2.0163 -6.4627 -1.9316 -0.075
C 0.4393 -3.2134 -0.8210 0.692
C 0.1573 -3.2889 0.5484 -0.738
C -0.0643 -2.1314 1.2929 -0.078
N -0.0063 -0.9174 0.7048 0.141
C 0.2385 -0.8051 -0.6207 -0.159
C 0.4610 -1.9416 -1.4017 -0.727
C -0.1930 0.3054 1.5099 -0.559
H 1.6312 -7.8544 -4.7445 0.370
H 0.5766 -8.6991 -3.5492 0.368
H 2.3421 -8.5854 -3.2725 0.276
H -0.3628 -6.3239 -4.2338 0.468
H -0.8739 -4.1906 -3.0428 0.488
H 2.4227 -5.0367 -0.3870 0.487
H 2.8233 -7.1365 -1.6553 0.382
H 0.1045 -4.2523 1.0541 0.474
H -0.2791 -2.1716 2.3583 0.407
H 0.2670 0.1973 -1.0402 0.486
H 0.6754 -1.8137 -2.4616 0.479
H -1.0197 0.8729 1.0764 0.500
H 0.7414 0.8724 1.4685 0.020
H -0.4230 0.0402 2.5449 0.144

***

[4]
52
Properties=species:S:1:pos:R:3:lowdin_spin:R:1 method="wB97M-V/def2-TZVPD" e_above_lowest_ev=0.103 homo_lumo_gap_ha="0.320 / 0.192" total_charge=+4 spin_multiplicity=4
Re -0.4895 0.3990 0.7372 0.954
C 0.2059 -0.9956 1.9635 0.002
O 0.5324 -1.8303 2.7071 0.011
C -2.0001 -0.7175 0.4054 0.026
O -2.9506 -1.3881 0.2188 0.088
C -1.5143 1.8260 -0.1845 0.010
O -2.1902 2.6202 -0.7144 0.025
C 0.9476 -2.4287 -1.1191 0.109
P 0.5346 -0.5981 -1.0455 0.150
H 2.6471 0.2339 -1.7738 0.008
H 1.4678 -2.5888 -0.1598 0.025
C 0.1644 -0.1721 -2.8334 0.187
H 0.9369 -0.7298 -3.3845 0.009
C 1.9046 -2.7966 -2.2545 0.021
H 2.7893 -2.1548 -2.3240 0.001
H 1.4016 -2.8044 -3.2282 0.004
H 2.2662 -3.8183 -2.0808 0.014
C -0.2883 -3.3283 -1.1373 0.024
H -0.8915 -3.1835 -2.0392 0.006
C 1.9646 1.6229 -0.2744 -0.001
H -0.9293 -3.1658 -0.2645 0.000
H 0.0464 -4.3739 -1.1200 0.012
C 3.1249 -0.6103 0.1454 0.016
H 1.1447 1.6494 0.5311 0.001
H 2.9034 2.0141 0.1414 0.000
H 1.6364 2.3024 -1.0693 0.001
C 2.2028 0.2033 -0.7720 0.073
H 3.9498 0.0355 0.4723 0.004
H 3.5647 -1.4776 -0.3627 0.000
H 2.6119 -0.9700 1.0476 0.002
C 0.3194 1.3101 -3.1539 0.050
H -0.3959 1.9256 -2.5968 0.003
H 0.1227 1.4524 -4.2230 0.026
H 1.3306 1.6739 -2.9591 0.001
C -1.2102 -0.6924 -3.2487 0.046
H -2.0100 -0.2819 -2.6175 0.004
H -1.2746 -1.7845 -3.2194 0.002
H -1.4076 -0.3807 -4.2827 0.028
H 2.2665 1.8578 2.2124 0.005
H 1.5327 1.9427 2.3179 0.005
C -3.7691 1.3854 2.3864 0.042
C -2.4505 1.5473 3.0204 0.175
N -1.2162 1.2339 2.6401 0.066
C -0.3652 1.5303 3.7178 0.354
C -1.0984 2.1231 4.6839 0.299
N -2.4041 2.0913 4.2519 0.065
H -4.3865 0.7066 2.9988 0.017
H -4.2760 2.3625 2.3403 0.016
H -3.6900 0.9707 1.3802 0.001
H 0.6849 1.2932 3.7341 0.009
H -0.7795 2.5555 5.6181 0.007
H -3.2171 2.4032 4.7709 -0.001